This record from the Open Molecules 2025 dataset describes C12H27CsNO2 as an isolated structure at a distorted geometry. The level of theory is the ωB97M-V functional and the def2-TZVPD basis.

Cartesian coordinates (Å):
Cs  -2.3043  -0.0353  -1.0201
C  -5.0983  0.4889  -5.3132
C  -4.5419  1.8491  -5.4040
C  -5.6678  2.9251  -5.2231
O  -3.6082  2.0234  -4.3872
H  -5.9661  0.3293  -5.9532
H  -5.5203  0.2864  -4.3288
H  -4.3326  -0.2663  -5.4904
H  -4.1317  1.9591  -6.4078
H  -6.1687  2.8955  -4.2555
H  -6.4193  2.9448  -6.0123
H  -5.0569  3.8279  -5.2284
H  -3.3205  2.9374  -4.4461
C  -0.3216  -1.8395  2.8598
C  1.1573  -1.3806  2.8155
C  1.9183  -2.5618  2.1793
C  3.3413  -2.2587  1.9126
C  3.4030  -1.1856  0.8387
C  2.6266  0.0913  1.2778
N  1.3401  -0.2185  2.0045
O  0.4738  0.8888  2.2194
C  3.4894  0.9717  2.2490
C  2.4273  0.9174  -0.0504
C  1.6347  -1.1609  4.2601
H  -0.9465  -1.0196  3.2138
H  -0.7210  -2.1232  1.8861
H  -0.5007  -2.7373  3.4514
H  1.7557  -3.5091  2.6934
H  1.3655  -2.7567  1.2604
H  3.9030  -1.8570  2.7560
H  4.0305  -3.0814  1.7222
H  3.1181  -1.4790  -0.1717
H  4.4431  -0.8845  0.7133
H  3.6511  0.4138  3.1714
H  3.0840  1.9688  2.4204
H  4.4885  1.1184  1.8386
H  1.7495  0.5172  -0.8043
H  3.3442  1.1901  -0.5730
H  1.8806  1.8008  0.2797
H  2.6941  -1.0363  4.4840
H  1.1035  -0.2973  4.6604
H  1.4054  -2.0082  4.9063
H  0.7981  1.3517  2.9953

## Properties
net charge = +1
orbital gap = 7.24 eV
M = 350.26 g/mol
max |F| = 3.07 eV/Å